1.
Density functional theory data (wB97M-V/def2-TZVPD) for the molecule C4H7NO.

Computed properties:
- total energy (Ha) = -286.55358
- M (Da) = 85.11
- ΔE to the lowest compared entry with this formula, charge and spin (kJ/mol) = 205.0
- spin multiplicity = 1
- highest occupied orbital energy (eV) = -9.001
- SMILES = N=C=CCCO
- net charge = 0

Each line ends with the Mulliken charge.
Element x y z (Å)
N 2.5232 0.0428 0.8405  -0.555
C 1.6592 0.0048 -0.0352  0.417
C 0.7027 -0.1286 -0.9253  -0.571
C -0.6910 0.4352 -0.7460  -0.388
C -1.4682 -0.3031 0.3478  -0.437
O -0.8853 -0.1334 1.6208  -0.508
H 3.1768 0.8220 0.7602  0.278
H 0.9400 -0.7103 -1.8119  0.327
H -0.6518 1.5001 -0.4889  0.245
H -1.2284 0.3514 -1.6971  0.304
H -2.4836 0.0999 0.4218  0.305
H -1.5482 -1.3690 0.0840  0.272
H -0.0454 -0.6119 1.6293  0.311

***

2.
Density functional theory data (wB97M-V/def2-TZVPD) for a cluster of 3 separate species, C17H32BF9NO5S3 in total in a non-equilibrium geometry.

Computed properties:
- total energy (Ha) = -3216.08929
- M (Da) = 608.44
- ΔE to the lowest compared entry with this formula, charge and spin (kJ/mol) = 0.0
- spin multiplicity = 1
- highest occupied orbital energy (eV) = -3.850
- net charge = -1

Each line ends with the Mulliken charge.
Element x y z (Å)
C 0.0211 -1.2336 2.8432  -0.810
C -1.4396 -0.8310 2.8175  0.487
O -1.9821 -0.6258 3.8992  -0.667
N -2.1230 -0.7102 1.6088  0.181
C -2.1029 0.6698 1.1280  -0.981
B -1.7172 -1.7351 0.4928  0.785
C -2.5300 -3.1596 0.6779  -1.244
C -1.7633 -4.3355 0.0726  -0.591
C -1.5680 -4.2127 -1.4499  -0.684
C -0.1623 -4.6558 -1.9076  -1.011
C 0.6041 -3.5535 -2.6025  0.608
F 0.6677 -2.3975 -1.9128  -0.067
F -0.0758 -3.2625 -3.7652  -0.399
C 2.0226 -3.9627 -3.1086  0.432
F 1.9817 -5.2198 -3.6235  -0.292
F 2.3793 -3.1276 -4.1210  -0.283
S 3.4155 -3.8306 -1.8333  1.389
F 3.3087 -2.2616 -1.8701  -0.274
F 4.4882 -3.8103 -3.0139  -0.341
F 3.5872 -5.4178 -1.7683  -0.350
F 2.4145 -3.9218 -0.6223  -0.282
F 4.6079 -3.6888 -0.8045  -0.315
H 0.0724 -2.3190 2.7763  0.224
H 0.5916 -0.8485 2.0052  0.015
H 0.4689 -0.9453 3.7873  0.394
H -2.0067 1.3972 1.9319  0.291
H -3.0250 0.8704 0.5886  0.169
H -1.2756 0.8553 0.4397  0.231
H -2.0730 -1.2379 -0.5825  -0.277
H -0.5016 -1.9182 0.4031  -0.449
H -3.5107 -3.0678 0.2055  0.300
H -2.7019 -3.3683 1.7370  0.259
H -2.2854 -5.2777 0.2701  0.387
H -0.8084 -4.4145 0.5920  0.248
H -1.8222 -3.2236 -1.8113  0.420
H -2.2651 -4.9059 -1.9136  0.371
H 0.4064 -5.1018 -1.1005  0.532
H -0.2653 -5.4227 -2.6710  0.445
C 2.4350 1.1182 -1.2153  -0.479
C 1.8082 0.4433 -2.4425  0.798
C 0.4270 1.0729 -2.6518  -0.516
S 0.5295 2.7407 -1.9906  0.994
O -0.3383 2.8178 -0.8508  -0.421
O 0.4610 3.7052 -3.0648  -0.785
C 2.2164 2.6178 -1.4016  -0.863
H 3.4938 0.8798 -1.1175  0.462
H 1.9267 0.7797 -0.3098  0.055
H 2.4358 0.6235 -3.3193  0.447
H 1.7265 -0.6336 -2.3124  -0.985
H 0.1491 1.1305 -3.7009  0.404
H -0.3452 0.5462 -2.0898  0.108
H 2.3174 3.1901 -0.4820  0.457
H 2.8674 3.0265 -2.1747  0.370
C -0.7479 5.7422 3.9640  -0.540
C -0.6702 6.6032 2.6945  -0.602
C -0.5360 5.6490 1.4998  -0.688
S -1.3399 4.1156 1.9935  1.471
O -0.3314 3.0971 2.0852  -0.573
O -2.5522 3.9513 1.2416  -0.734
C -1.7500 4.6332 3.6582  -0.861
H -1.0522 6.3260 4.8325  0.356
H 0.2317 5.3083 4.1758  0.276
H -1.5866 7.1894 2.5973  0.265
H 0.1637 7.3040 2.7316  0.337
H -1.0273 6.0276 0.6078  0.375
H 0.5037 5.4171 1.2799  0.249
H -1.6772 3.7777 4.3256  0.394
H -2.7716 5.0117 3.6420  0.376

***

3.
Density functional theory data (wB97M-V/def2-TZVPD) for a cluster of 2 separate species, C2H5NO2S in total in a non-equilibrium geometry.

Computed properties:
- total energy (Ha) = -682.50811
- M (Da) = 107.13
- ΔE to the lowest compared entry with this formula, charge and spin (kJ/mol) = 345.2
- spin multiplicity = 1
- highest occupied orbital energy (eV) = -10.188
- net charge = 0

Each line ends with the Mulliken charge.
Element x y z (Å)
C 2.2309 -0.7592 0.4791  0.035
C -1.6914 -0.6108 0.0987  -1.036
N 3.2434 -0.4595 -0.0258  -0.237
O -1.0451 1.8436 0.9607  -0.555
O -0.6455 1.4017 -1.4640  -0.596
S -0.7636 0.9473 -0.0830  0.926
H 0.5435 0.2093 0.1094  0.048
H -2.6489 -0.5175 -0.2685  0.370
H -1.1372 -1.3420 -0.2451  0.409
H -1.8577 -0.7775 1.1258  0.360
H 3.7715 0.0645 -0.6874  0.277

***

4.
Density functional theory data (wB97M-V/def2-TZVPD) for the ion C3H7N4 with charge +1 in a non-equilibrium geometry.

Computed properties:
- total energy (Ha) = -337.18454
- M (Da) = 99.12
- ΔE to the lowest compared entry with this formula, charge and spin (kJ/mol) = 314.3
- spin multiplicity = 1
- highest occupied orbital energy (spin up / spin down) (eV) = -13.096 / -13.090
- net charge = +1

Each line ends with the Mulliken charge.
Element x y z (Å)
C -0.3367 1.0718 0.0589  -0.378
C -1.0530 -0.2018 -0.0485  0.856
C 1.7075 0.0648 -0.5256  -0.085
N 0.9492 1.0826 -0.1477  0.056
N -0.3816 -1.2851 -0.1245  -0.574
N -2.4259 -0.0760 -0.1253  -0.459
N 2.6326 -0.5719 0.1063  -0.198
H -0.9839 2.0153 0.2490  0.266
H 1.5873 1.8615 -0.1274  0.299
H -0.7044 -2.1917 -0.3538  0.214
H -2.8315 0.7868 -0.3691  0.216
H -2.7679 -0.9168 -0.5302  0.250
H 3.1413 -1.3230 -0.3695  0.290
H 2.7073 -0.3507 1.0554  0.248

***

5.
Density functional theory data (wB97M-V/def2-TZVPD) for a structure of composition C27H31CoN2PSe in a non-equilibrium geometry.

Computed properties:
- total energy (Ha) = -5282.20701
- M (Da) = 552.43
- ΔE to the lowest compared entry with this formula, charge and spin (kJ/mol) = 76.7
- spin multiplicity = 5
- highest occupied orbital energy (spin up / spin down) (eV) = -10.245 / -11.205
- ⟨S²⟩ = 6.041
- net charge = +1

Each line ends with the Mulliken charge.
Element x y z (Å)
Co 0.3532 -1.7261 -1.2615  -0.039
C 1.6792 0.1752 -3.5608  -1.417
C 1.6588 1.5237 -2.9973  1.119
C 2.3108 2.5287 -3.6819  -0.795
C 2.2277 3.8542 -3.3349  -0.580
C 1.5077 4.2226 -2.2078  -0.931
C 0.9103 3.2225 -1.4415  -0.426
C 0.9321 1.9031 -1.8255  -0.026
P -0.0661 0.6235 -1.0332  1.072
C -0.1325 0.9367 0.8083  0.485
C 1.0796 0.7202 1.5008  -0.670
C 1.2159 0.7977 2.8539  -0.741
C 0.0650 0.9836 3.6352  -0.610
C -1.1279 1.2997 3.0224  -0.844
C -1.2501 1.3277 1.6113  1.311
C -2.4246 1.9655 0.9176  -1.505
C -1.7213 0.7264 -1.6997  1.236
C -1.9990 1.7226 -2.6840  -0.790
C -3.2364 1.7369 -3.2449  -0.587
C -4.2623 0.8616 -2.8832  -0.973
C -3.9546 -0.1291 -1.9905  -0.557
C -2.6809 -0.2270 -1.3837  1.161
C -2.4735 -1.1168 -0.2624  -1.131
H 1.9729 0.2400 -4.5998  0.513
H 0.7020 -0.3083 -3.5425  0.301
H 2.4357 -0.4303 -3.0609  0.235
H 2.7958 2.2980 -4.6036  0.424
H 2.7700 4.6125 -3.9358  0.363
H 1.5004 5.2842 -2.0612  0.449
H 0.3382 3.5419 -0.6005  0.464
H 1.9851 0.5213 0.9456  0.475
H 2.2026 0.7296 3.2831  0.532
H 0.1533 1.0267 4.7459  0.404
H -1.9779 1.6003 3.6372  0.517
H -2.9622 2.6678 1.5776  0.490
H -3.0782 1.2574 0.4814  0.283
H -2.1173 2.5890 0.0926  0.284
H -1.2401 2.4044 -2.9710  0.480
H -3.4898 2.5383 -3.9794  0.350
H -5.2353 0.9194 -3.2698  0.500
H -4.6904 -0.8816 -1.6638  0.376
H -3.2025 -1.8675 -0.1047  0.318
H -1.6158 -1.0682 0.4009  -0.573
C -0.3273 -3.2510 -2.3714  -1.289
H -1.2057 -3.7623 -1.9359  0.358
H 0.4142 -4.0397 -2.3918  0.414
H -0.6149 -3.0401 -3.4291  0.345
C -0.7084 -3.1084 3.6394  -0.919
N 0.6326 -2.6493 3.5578  0.380
C 1.3987 -2.3461 4.6796  -0.521
C 2.6563 -2.1571 4.2140  -0.453
N 2.5894 -2.3818 2.8437  0.316
C 3.7305 -2.3538 1.9470  -0.913
C 1.3604 -2.6097 2.4402  -0.339
Se 0.6799 -3.2141 0.8195  -0.197
H -1.2054 -2.6997 4.5179  0.310
H -0.7292 -4.1733 3.6590  0.375
H -1.2268 -2.7921 2.7655  0.241
H 1.0454 -2.1981 5.6627  0.490
H 3.5655 -1.7702 4.6170  0.454
H 4.6646 -2.3637 2.4878  0.346
H 3.6928 -1.4695 1.3718  0.289
H 3.7299 -3.2279 1.2777  0.368

***

Q: Look up the net charge of the fourth one.
A: +1

***

Q: Which of these has the lowest M?
A: C4H7NO

***

What did the first record say?
Density functional theory data (wB97M-V/def2-TZVPD) for the molecule C4H7NO.

Computed properties:
- total energy (Ha) = -286.55358
- M (Da) = 85.11
- ΔE to the lowest compared entry with this formula, charge and spin (kJ/mol) = 205.0
- spin multiplicity = 1
- highest occupied orbital energy (eV) = -9.001
- SMILES = N=C=CCCO
- net charge = 0

Each line ends with the Mulliken charge.
Element x y z (Å)
N 2.5232 0.0428 0.8405  -0.555
C 1.6592 0.0048 -0.0352  0.417
C 0.7027 -0.1286 -0.9253  -0.571
C -0.6910 0.4352 -0.7460  -0.388
C -1.4682 -0.3031 0.3478  -0.437
O -0.8853 -0.1334 1.6208  -0.508
H 3.1768 0.8220 0.7602  0.278
H 0.9400 -0.7103 -1.8119  0.327
H -0.6518 1.5001 -0.4889  0.245
H -1.2284 0.3514 -1.6971  0.304
H -2.4836 0.0999 0.4218  0.305
H -1.5482 -1.3690 0.0840  0.272
H -0.0454 -0.6119 1.6293  0.311